75
Properties=species:S:1:pos:R:3:forces:R:3:lowdin_spin:R:1 method="wB97M-V/def2-TZVPD" spin_multiplicity=3 s_squared=2.0300 homo_ev="-5.02 / -7.78" relative_energy_kcal_mol=29.89 charge=0 homo_lumo_gap_ev="4.61 / 7.43"
Ti -0.160 0.683 0.334 -0.24 -0.99 2.37 1.178
I 0.907 6.255 5.530 -0.04 -0.22 -0.16 0.001
C 0.596 4.520 4.381 0.09 0.28 0.22 0.005
C 1.070 3.301 4.834 -0.01 0.07 -0.02 0.000
C 0.844 2.175 4.069 0.00 -0.59 -0.25 0.005
I 1.669 0.352 4.706 -0.09 0.23 0.03 0.003
C 0.120 2.184 2.853 0.25 0.32 0.70 0.002
O -0.147 1.080 2.198 -0.51 0.59 1.03 0.013
C -0.286 3.464 2.404 0.02 -0.24 -0.18 0.003
C -0.979 3.601 1.077 0.02 0.03 0.27 0.002
N -0.272 2.867 0.011 0.07 0.24 -0.20 0.001
C 1.069 3.396 -0.316 0.22 -0.07 0.01 0.019
C 2.149 2.368 -0.053 0.34 0.31 -0.04 0.127
C 3.483 2.689 -0.134 -0.18 -0.04 0.01 0.011
C 4.457 1.753 0.232 0.12 -0.02 -0.01 0.207
C 4.017 0.532 0.758 -0.06 0.03 -0.02 0.013
C 2.677 0.258 0.797 0.41 -0.01 0.08 0.153
N 1.719 1.117 0.312 1.44 0.15 -0.24 0.126
C -0.052 4.600 3.164 0.01 0.05 -0.03 0.000
H 1.617 3.227 5.763 0.00 0.00 0.00 0.000
H -1.990 3.194 1.123 0.00 -0.04 -0.04 0.001
H -1.049 4.665 0.827 -0.02 -0.02 -0.03 0.000
H -0.860 2.910 -0.811 -0.04 0.17 -0.03 0.001
H 1.100 3.718 -1.360 -0.08 0.00 0.00 0.004
H 1.279 4.275 0.298 -0.06 0.03 -0.03 0.005
H 3.769 3.684 -0.454 -0.02 0.01 0.02 -0.004
H 5.509 1.987 0.158 -0.01 0.01 0.03 0.015
H 4.721 -0.190 1.149 -0.02 -0.02 0.00 -0.004
H 2.294 -0.660 1.228 0.04 -0.03 -0.01 0.012
H -0.383 5.560 2.787 0.00 0.00 0.01 0.000
F -4.432 1.212 -4.199 -0.04 0.00 0.09 0.000
C -4.010 1.104 -2.921 -0.25 0.03 0.02 0.000
F -4.475 2.185 -2.269 0.03 -0.14 -0.05 0.000
F -4.616 0.022 -2.405 0.08 0.12 -0.06 0.000
C -2.515 1.012 -2.865 0.23 0.03 -0.52 0.001
C -1.779 1.162 -4.026 -0.17 -0.11 0.51 0.007
C -0.389 1.113 -3.955 0.22 0.02 -0.26 0.000
C 0.211 0.884 -2.743 0.05 -0.21 0.13 0.008
N -0.483 0.688 -1.608 -1.21 0.46 -3.39 0.017
C -1.848 0.799 -1.642 -0.12 0.00 0.41 0.018
S -2.587 0.728 -0.091 -0.84 -0.09 -0.43 0.016
H -2.284 1.320 -4.969 0.02 0.03 0.01 0.000
H 0.214 1.253 -4.841 0.02 -0.01 0.03 0.000
H 1.290 0.842 -2.650 0.02 -0.01 0.04 0.001
C -3.087 -2.845 -0.651 0.08 -0.07 -0.02 0.000
C -1.634 -2.947 -1.123 0.03 0.28 -0.08 -0.001
C -1.514 -2.545 -2.595 0.03 -0.05 0.11 0.000
P -0.408 -2.038 -0.028 0.14 -1.15 0.07 0.012
C 1.213 -2.823 -0.583 -0.09 0.14 -0.05 0.005
C 1.918 -1.922 -1.603 -0.03 -0.05 0.08 0.005
C 1.175 -4.254 -1.124 0.03 -0.02 0.10 0.001
C -0.789 -2.895 1.593 0.22 0.19 0.01 0.000
C 0.022 -2.255 2.718 -0.12 -0.09 -0.15 0.001
C -0.628 -4.411 1.625 -0.14 0.03 0.02 0.000
H -3.743 -3.263 -1.417 0.02 -0.05 0.02 0.000
H -3.391 -1.815 -0.488 -0.03 0.11 0.03 0.000
H -3.254 -3.407 0.268 -0.02 0.03 0.02 0.000
H -1.334 -3.994 -1.039 0.01 0.03 -0.04 0.000
H -1.785 -1.503 -2.744 -0.03 0.06 -0.04 0.000
H -2.196 -3.151 -3.196 0.01 0.00 -0.01 0.000
H -0.507 -2.694 -2.982 -0.01 0.03 -0.03 0.000
H 1.818 -2.826 0.332 -0.02 0.04 0.02 0.000
H 1.423 -1.968 -2.575 0.01 0.00 0.01 0.000
H 2.952 -2.246 -1.742 0.00 0.01 -0.01 0.000
H 1.929 -0.885 -1.276 0.08 0.04 -0.03 0.005
H 0.653 -4.311 -2.079 -0.01 0.01 -0.02 0.000
H 0.707 -4.954 -0.435 0.03 -0.02 -0.13 0.000
H 2.199 -4.593 -1.296 0.00 0.00 -0.01 0.000
H -1.841 -2.652 1.767 -0.01 0.07 -0.03 0.000
H 1.083 -2.507 2.633 0.02 0.06 -0.01 0.000
H -0.321 -2.615 3.690 0.02 -0.02 0.00 0.000
H -0.087 -1.175 2.705 0.08 0.10 0.12 0.001
H 0.422 -4.693 1.534 -0.04 -0.01 0.04 0.000
H -1.201 -4.912 0.845 0.04 -0.06 0.03 0.000
H -0.982 -4.788 2.587 -0.01 0.00 0.00 0.000

=====

95
Properties=species:S:1:pos:R:3:forces:R:3:mulliken_charge:R:1 method="wB97M-V/def2-TZVPD" spin_multiplicity=1 homo_ev=-8.46 smiles="O=C1OC[C@@H](F)O1.O=C1OC[C@@H](F)O1.O=C1OC[C@@H](F)O1.O=C1OC[C@@H](F)O1.O=C1OC[C@@H](F)O1.O=C1OC[C@@H](F)O1.O=C1OC[C@@H](F)O1.CCCOC(=O)OCSCC" charge=0 homo_lumo_gap_ev=8.53
O 2.006 -2.291 4.253 -0.69 -0.37 0.58 -0.606
C 1.015 -2.604 4.853 0.99 0.29 -0.35 0.629
O 0.970 -3.592 5.789 0.07 0.51 -0.63 -0.372
C -0.334 -3.560 6.353 -0.10 -0.58 0.78 -0.595
C -1.132 -2.903 5.273 -0.66 0.21 0.04 1.063
F -2.146 -2.172 5.794 -0.11 0.04 -0.11 -0.321
O -0.200 -2.021 4.676 0.71 -0.56 0.09 -0.182
H -0.316 -2.977 7.278 -0.12 0.10 -0.16 0.295
H -0.690 -4.566 6.580 0.22 0.03 -0.12 0.329
H -1.522 -3.592 4.517 0.04 0.42 0.38 -0.218
O -3.558 2.109 -1.344 1.00 0.55 -0.24 -0.538
C -2.603 2.789 -1.605 -1.18 -0.94 0.39 0.646
O -1.582 3.031 -0.736 -0.67 -0.06 -0.46 -0.219
C -0.597 3.754 -1.458 0.86 0.16 0.62 -0.401
C -1.397 4.372 -2.559 0.16 0.08 -0.71 0.360
F -0.654 4.504 -3.684 -0.04 0.16 -0.12 -0.295
O -2.410 3.416 -2.799 0.02 0.02 0.85 -0.284
H 0.165 3.062 -1.826 -0.10 0.10 -0.17 0.189
H -0.115 4.500 -0.824 -0.17 -0.16 0.10 0.252
H -1.852 5.332 -2.301 0.04 -0.02 -0.19 0.281
O 6.868 -4.297 -0.625 -0.17 0.11 -1.20 -0.504
C 6.741 -3.959 -1.765 -0.07 -0.68 1.50 0.664
O 5.913 -4.571 -2.658 0.50 0.32 0.34 -0.319
C 5.950 -3.793 -3.847 -0.67 -0.40 -0.66 -0.364
C 7.264 -3.089 -3.728 0.11 0.75 -0.20 0.297
F 7.217 -1.867 -4.309 0.19 0.05 -0.07 -0.230
O 7.413 -2.918 -2.333 -0.13 -0.67 -0.15 -0.252
H 5.102 -3.103 -3.857 0.23 0.16 0.00 0.239
H 5.896 -4.427 -4.733 0.00 -0.10 0.23 0.273
H 8.115 -3.653 -4.121 0.01 0.19 -0.03 0.225
O -8.114 3.502 3.357 0.41 -0.54 -0.75 -0.534
C -7.621 2.907 2.443 -0.33 0.74 1.31 0.650
O -6.299 2.967 2.115 -0.83 -0.01 0.11 -0.307
C -6.097 2.026 1.068 1.15 0.04 -0.33 -0.138
C -7.464 1.901 0.483 -0.32 -0.56 -0.30 0.721
F -7.672 0.653 -0.005 -0.15 -0.09 -0.17 -0.297
O -8.314 2.094 1.596 0.45 0.56 0.02 -0.336
H -5.731 1.086 1.491 -0.23 -0.05 -0.11 0.243
H -5.368 2.392 0.344 -0.03 0.09 0.18 0.055
H -7.691 2.643 -0.286 -0.06 -0.22 -0.01 -0.014
O -3.059 -4.441 3.680 0.25 -0.74 -0.90 -0.565
C -2.570 -5.035 2.762 -0.63 0.49 1.00 0.697
O -1.248 -4.979 2.434 -0.70 0.07 0.16 -0.310
C -1.049 -5.916 1.384 1.04 -0.07 -0.30 -0.434
C -2.420 -6.033 0.798 -0.33 -0.66 -0.32 0.304
F -2.633 -7.275 0.305 -0.10 0.04 -0.12 -0.295
O -3.266 -5.840 1.914 0.54 0.66 0.10 -0.335
H -0.687 -6.859 1.802 -0.23 -0.03 -0.11 0.266
H -0.317 -5.548 0.663 -0.06 0.15 0.21 0.279
H -2.647 -5.286 0.031 -0.08 -0.16 -0.03 0.276
O -5.370 4.629 -2.277 -1.16 0.23 -0.15 -0.487
C -6.519 4.881 -2.496 1.84 -0.37 -0.06 0.530
O -6.961 5.521 -3.614 0.12 -0.26 0.67 -0.314
C -8.380 5.509 -3.558 -0.34 0.42 -0.86 -0.465
C -8.641 5.351 -2.094 -0.61 -0.39 0.32 0.327
F -9.781 4.654 -1.877 -0.07 0.05 0.17 -0.293
O -7.547 4.571 -1.653 0.20 0.59 -0.39 -0.163
H -8.759 4.669 -4.148 -0.07 -0.03 0.25 0.287
H -8.797 6.435 -3.958 0.24 -0.03 0.01 0.278
H -8.670 6.292 -1.538 -0.12 -0.13 0.07 0.262
O 4.569 3.551 -6.134 -0.02 -0.57 0.89 -0.521
C 4.593 2.954 -5.098 -0.28 1.07 -1.29 0.561
O 4.330 3.517 -3.884 0.27 -0.38 -0.63 -0.319
C 4.331 2.458 -2.936 -0.23 0.39 0.98 -0.110
C 5.171 1.422 -3.613 -0.15 -0.60 -0.03 0.371
F 4.769 0.172 -3.276 0.14 -0.22 0.01 -0.308
O 4.895 1.629 -4.984 0.22 0.53 0.34 -0.315
H 3.305 2.123 -2.764 0.17 -0.20 -0.03 0.148
H 4.757 2.783 -1.986 -0.08 0.11 -0.15 0.221
H 6.245 1.526 -3.435 -0.06 -0.21 0.00 0.245
C 6.960 -1.856 1.181 -0.66 1.84 -0.14 -0.604
C 6.812 -0.230 1.079 -0.31 -0.56 0.39 -0.396
C 5.281 0.084 1.435 0.83 -1.44 -0.05 -0.298
O 4.930 1.504 1.334 -3.01 -0.85 -0.25 -0.369
C 3.503 1.480 1.148 -0.85 0.49 -2.16 0.615
O 2.975 1.623 0.020 2.14 -0.43 4.52 -0.401
O 2.762 1.232 2.347 1.27 -0.99 -2.67 -0.344
C 1.886 0.073 2.128 -0.67 -1.68 -0.24 -0.052
S 0.116 0.689 1.896 0.27 -0.87 0.00 -0.163
C -0.942 -0.865 1.764 -0.14 -1.17 0.11 -0.051
C -1.967 -0.784 0.522 0.06 -0.42 -0.04 -0.570
H 6.662 -2.269 0.168 0.65 0.35 1.64 -0.045
H 6.185 -2.186 1.958 1.43 0.05 -0.96 0.277
H 8.037 -2.081 1.471 -1.62 -0.13 -0.45 0.333
H 7.519 0.259 1.850 -1.23 -0.55 -1.33 0.285
H 7.090 0.081 0.010 -0.47 -0.16 1.68 0.211
H 4.608 -0.518 0.709 1.10 0.88 1.03 0.259
H 5.077 -0.296 2.496 0.23 0.64 -1.40 0.227
H 1.950 -0.679 3.003 0.05 1.77 -1.28 0.183
H 2.172 -0.515 1.176 -0.27 1.17 1.40 0.279
H -0.281 -1.802 1.610 -0.80 1.63 0.31 0.195
H -1.480 -1.048 2.770 0.80 0.56 -1.72 0.085
H -1.559 -1.443 -0.333 -0.55 1.26 1.18 0.237
H -2.118 0.293 0.138 0.14 -1.80 0.69 -0.047
H -2.980 -1.262 0.809 1.55 0.98 -0.36 0.254

=====

72
Properties=species:S:1:pos:R:3:forces:R:3:mulliken_charge:R:1 method="wB97M-V/def2-TZVPD" spin_multiplicity=1 homo_ev=-6.02 charge=0 homo_lumo_gap_ev=3.01
Hg -0.250 3.022 -3.697 -0.17 -0.89 1.77 1.088
C -1.713 1.919 -6.735 -0.73 -1.08 -0.30 -0.589
C -1.883 0.593 -6.589 -0.66 0.72 -1.10 -0.534
C -1.009 -0.497 -7.100 0.59 -0.45 -0.13 -0.816
C 0.499 -0.194 -7.269 0.45 -0.61 -0.41 -1.322
C 1.149 0.596 -6.174 0.91 0.23 0.22 0.190
C 0.983 1.869 -5.765 1.66 -0.06 -0.25 -1.456
C 0.527 2.996 -6.643 -1.08 0.00 -0.27 -0.927
C -0.655 2.566 -7.549 0.93 0.97 0.14 -0.706
C 0.141 2.656 -1.526 0.12 0.06 0.91 -0.975
H -2.479 2.591 -6.353 -0.02 -0.14 0.01 0.415
H -2.858 0.214 -6.293 0.26 0.31 0.57 1.061
H -1.370 -0.887 -8.071 -0.04 0.25 0.37 0.459
H -1.092 -1.359 -6.417 -0.07 0.28 -0.08 0.147
H 1.015 -1.173 -7.226 -0.31 0.39 -0.35 0.417
H 0.711 0.210 -8.272 -0.07 -0.03 0.40 0.479
H 2.009 0.054 -5.734 -1.04 0.37 0.33 0.092
H 1.603 2.192 -4.900 0.30 -0.45 -0.71 1.854
H 1.358 3.392 -7.260 -0.24 -0.20 0.51 0.290
H 0.171 3.836 -6.018 0.06 0.28 -0.13 0.233
H -1.068 3.494 -7.971 0.08 -0.39 -0.19 0.523
H -0.258 1.951 -8.371 -0.42 0.23 0.34 0.342
H -0.587 3.107 -0.847 -0.13 0.58 -0.77 0.477
H 1.142 2.910 -1.172 -0.09 0.32 -0.70 0.399
H 0.005 1.594 -1.345 0.04 -0.24 -0.71 0.112
P 1.674 -0.406 -2.215 1.75 0.89 -0.84 -0.134
P -1.353 -1.239 -1.719 -0.87 0.70 -0.62 0.239
N 3.077 0.550 -3.096 -0.68 0.38 -0.54 0.497
N 2.751 -1.643 -1.755 0.61 -0.92 1.04 0.547
N -2.351 0.104 -2.491 -0.01 0.97 -0.22 0.516
N -2.716 -2.243 -1.505 -0.98 -0.95 0.26 0.425
C 0.732 -1.216 -3.624 0.64 0.36 -0.18 0.985
C -0.587 -1.906 -3.268 -0.49 -0.28 0.18 -1.321
C 3.404 1.886 -2.830 0.40 -0.28 -0.91 -0.603
C 4.351 2.344 -3.750 -0.98 -1.30 0.29 -0.761
C 4.620 1.242 -4.638 -0.95 -0.21 0.98 -0.610
C 3.837 0.175 -4.199 0.24 0.73 0.03 -0.592
C 3.596 -1.460 -0.641 -0.16 -1.04 -0.52 -0.521
C 4.335 -2.613 -0.455 -0.60 0.67 -0.51 -0.577
C 3.960 -3.538 -1.485 -0.70 0.82 -0.37 -0.612
C 3.001 -2.916 -2.266 0.22 -0.07 0.39 -0.329
C -2.523 1.366 -1.938 -0.09 -0.02 -0.12 -0.576
C -3.193 2.200 -2.840 0.14 -0.29 -0.02 -1.515
C -3.517 1.402 -3.979 1.26 -1.64 1.19 -0.617
C -2.996 0.123 -3.713 -0.12 1.43 -0.53 -0.170
C -3.759 -2.507 -2.413 -0.48 -0.58 1.40 -0.072
C -4.866 -2.956 -1.701 1.47 0.46 -0.22 -0.820
C -4.495 -2.984 -0.310 0.68 0.32 -0.05 -0.510
C -3.190 -2.537 -0.209 -0.72 -0.22 -0.97 -0.452
H 1.403 -1.910 -4.142 -0.15 0.14 -0.08 1.017
H 0.543 -0.403 -4.336 -0.04 -0.12 0.45 -1.709
H -1.303 -1.842 -4.087 0.25 -0.17 -0.26 0.185
H -0.404 -2.968 -3.070 -0.10 0.08 0.11 0.436
H 2.970 2.401 -1.995 -0.04 0.00 0.14 0.407
H 4.779 3.332 -3.788 0.04 -0.02 0.09 0.454
H 5.279 1.250 -5.492 0.02 -0.12 0.12 0.451
H 3.783 -0.827 -4.597 -0.01 -0.03 0.10 0.604
H 3.573 -0.520 -0.112 0.00 -0.10 0.10 0.376
H 5.062 -2.777 0.324 -0.05 0.04 -0.04 0.427
H 4.335 -4.538 -1.635 -0.01 0.08 0.01 0.445
H 2.452 -3.254 -3.138 0.24 -0.13 0.31 0.391
H -2.198 1.535 -0.914 -0.08 -0.05 -0.32 0.781
H -3.465 3.259 -2.754 0.11 -0.61 0.43 0.456
H -3.978 1.710 -4.894 -0.31 0.05 -0.13 0.745
H -2.983 -0.715 -4.387 0.01 -0.02 0.18 0.225
H -3.589 -2.408 -3.466 -0.16 0.00 -0.08 0.370
H -5.823 -3.219 -2.124 0.09 -0.07 0.00 0.422
H -5.130 -3.290 0.522 0.32 0.14 -0.33 0.427
H -2.520 -2.390 0.619 -0.09 0.09 0.22 0.358
Se -1.011 -0.559 3.765 -0.07 -0.20 0.86 -0.329
C -0.872 -0.445 2.011 0.19 0.63 -2.96 -0.076
N -0.788 -0.301 0.830 -0.10 0.05 2.44 -0.537